Version i
# C6H7NO2

An isolated molecule of C6H7NO2 (the ωB97M-V functional and the def2-TZVPD basis, the Open Molecules 2025 dataset).

Output
Structure (SMILES): O=N[C@@]1(O)C=C[C@H]2C[C@H]21
Charge: 0
Frontier orbital gap, eV: 9.077

Last column: Löwdin charge in e.
Positions of all 16 atoms, in Å:
1 C 0.999 0.184 -0.842  -0.026
2 C 0.943 -1.132 -0.778  -0.013
3 C -0.157 0.943 -0.242  -0.406
4 C -0.233 -1.144 1.346  -0.065
5 C -0.284 -1.576 -0.081  -0.242
6 C -1.067 -0.372 0.312  -0.067
7 N 0.611 1.970 0.620  0.041
8 O -0.959 1.627 -1.133  0.016
9 O 0.477 3.130 0.384  0.034
10 H 1.888 0.608 -1.161  0.094
11 H 1.598 -1.782 -1.179  0.081
12 H -0.692 -1.664 2.295  0.142
13 H 0.674 -0.704 1.586  0.071
14 H -0.808 -2.438 -0.395  0.129
15 H -2.140 -0.219 0.250  0.138
16 H -0.848 2.568 -0.984  0.074



Version ii
# C6H7NO2

An isolated molecule of C6H7NO2 (the ωB97M-V functional and the def2-TZVPD basis, the Open Molecules 2025 dataset).

Output
Structure (SMILES): CC(=O)Nc1ccco1
Charge: 0
Frontier orbital gap, eV: 8.823

Last column: Löwdin charge in e.
Positions of all 16 atoms, in Å:
1 C -0.634 2.036 0.806  -0.045
2 C 0.341 2.021 -0.281  -0.533
3 C 0.457 -0.465 -0.530  -0.299
4 C -0.709 -1.092 0.082  -0.043
5 C -0.472 -2.389 0.175  -0.128
6 C 0.795 -2.589 -0.222  -0.108
7 H -1.855 1.987 0.439  0.162
8 H -0.454 1.173 1.662  0.138
9 H -0.800 3.023 1.335  0.084
10 H 1.474 0.958 -1.626  0.183
11 H -1.399 -0.472 0.440  0.040
12 H -1.221 -3.101 0.447  0.115
13 H 1.511 -3.612 -0.468  0.192
14 N 0.853 0.849 -0.796  0.157
15 O 0.784 3.061 -0.795  0.027
16 O 1.329 -1.388 -0.668  0.057



Which is the most stable structure? version ii is the most stable.



Version i
# CH2O3S

An isolated molecule of CH2O3S (the ωB97M-V functional and the def2-TZVPD basis, the Open Molecules 2025 dataset).

Output
2S+1: 3
Charge: 0
Frontier orbital gap (spin up / spin down), eV: 7.786 / 10.757

Last column: Löwdin spin population.
Positions of all 7 atoms, in Å:
1 C 0.198 -0.863 -0.461  0.180
2 O -0.364 0.043 -1.054  0.113
3 O -0.833 2.233 0.936  0.646
4 O 1.187 -0.727 0.295  0.073
5 S -1.276 0.947 0.412  0.971
6 H -0.209 -1.876 -0.440  0.014
7 H 1.297 0.243 0.312  0.004



Version ii
# CH2O3S

An isolated molecule of CH2O3S (the ωB97M-V functional and the def2-TZVPD basis, the Open Molecules 2025 dataset).

Output
2S+1: 3
Charge: 0
Frontier orbital gap (spin up / spin down), eV: 6.383 / 8.158

Last column: Löwdin spin population.
Positions of all 7 atoms, in Å:
1 C -0.428 0.065 0.196  0.374
2 O -3.024 0.614 0.414  0.498
3 O -1.230 -1.261 0.247  0.229
4 O 0.783 0.058 -0.393  0.129
5 S -2.119 -0.028 -0.485  0.748
6 H -0.262 0.498 1.090  0.017
7 H 0.710 -0.527 -1.111  0.005



Which is the most stable structure? version i is the most stable.



Version i
# C48H41NOsP3

A structure of composition C48H41NOsP3 (the ωB97M-V functional and the def2-TZVPD basis, the Open Molecules 2025 dataset).

Output
Charge: +3
Frontier orbital gap (spin up / spin down), eV: 4.691 / 4.438

Last column: Löwdin charge in e.
Positions of all 94 atoms, in Å:
1 Os 0.634 0.251 0.613  0.862
2 C -2.487 0.033 -0.002  -0.184
3 P -1.418 1.492 0.547  1.044
4 C -2.520 2.181 1.811  -0.353
5 C -3.539 3.040 1.388  -0.070
6 C -4.480 3.479 2.304  -0.030
7 C -4.409 3.071 3.630  -0.025
8 C -3.403 2.209 4.044  -0.040
9 C -2.462 1.753 3.133  -0.083
10 C -1.228 2.771 -0.711  -0.387
11 C -0.871 4.034 -0.223  -0.089
12 C -0.654 5.077 -1.106  -0.032
13 C -0.774 4.861 -2.475  -0.020
14 C -1.079 3.597 -2.959  -0.038
15 C -1.295 2.543 -2.083  -0.072
16 C -2.006 -1.101 0.814  -0.377
17 C -2.655 -2.164 1.508  0.028
18 C -1.677 -2.858 2.181  0.022
19 C -0.437 -2.222 1.884  -0.361
20 C 0.957 -2.430 2.331  -0.193
21 P 1.625 -0.689 2.657  1.059
22 C 3.433 -0.754 2.658  -0.340
23 C 4.057 -0.766 1.406  -0.107
24 C 5.435 -0.702 1.307  -0.044
25 C 6.203 -0.615 2.463  -0.022
26 C 5.590 -0.580 3.705  -0.027
27 C 4.207 -0.645 3.811  -0.048
28 C 1.090 -0.364 4.345  -0.367
29 C 1.303 -1.320 5.341  -0.083
30 C 0.970 -1.023 6.651  -0.030
31 C 0.423 0.215 6.970  -0.023
32 C 0.208 1.164 5.980  -0.045
33 C 0.546 0.878 4.667  -0.112
34 N -0.668 -1.162 1.067  -0.185
35 H -2.308 -0.142 -1.069  0.074
36 H -3.545 0.229 0.158  0.119
37 H -3.598 3.360 0.356  0.118
38 H -5.274 4.138 1.979  0.127
39 H -5.147 3.418 4.341  0.127
40 H -3.354 1.889 5.076  0.120
41 H -1.692 1.059 3.448  0.078
42 H -0.784 4.197 0.845  0.118
43 H -0.406 6.059 -0.726  0.126
44 H -0.628 5.683 -3.162  0.128
45 H -1.160 3.437 -4.026  0.123
46 H -1.534 1.557 -2.468  0.099
47 H -3.712 -2.378 1.507  0.131
48 H -1.815 -3.724 2.810  0.128
49 H 1.581 -2.832 1.527  0.081
50 H 1.011 -3.091 3.194  0.105
51 H 3.442 -0.801 0.512  0.046
52 H 5.911 -0.705 0.334  0.114
53 H 7.281 -0.561 2.387  0.128
54 H 6.188 -0.494 4.603  0.127
55 H 3.739 -0.614 4.784  0.107
56 H 1.735 -2.284 5.100  0.117
57 H 1.141 -1.756 7.428  0.128
58 H 0.166 0.441 7.996  0.127
59 H -0.208 2.130 6.233  0.122
60 H 0.414 1.620 3.888  0.091
61 C 4.396 -4.330 -1.778  -0.041
62 C 3.072 -4.567 -1.476  -0.022
63 C 2.145 -3.485 -1.354  -0.066
64 C 2.542 -2.166 -1.573  -0.345
65 C 3.882 -1.934 -1.855  -0.082
66 C 4.809 -3.021 -1.963  -0.020
67 P 1.318 -0.795 -1.473  1.054
68 C -0.001 -1.313 -2.607  -0.344
69 C -0.865 -2.327 -2.175  -0.114
70 C -1.823 -2.838 -3.036  -0.032
71 C -1.930 -2.338 -4.327  -0.022
72 C -1.103 -1.303 -4.743  -0.033
73 C -0.142 -0.782 -3.888  -0.070
74 C 2.177 0.670 -2.107  -0.379
75 C 2.283 1.747 -1.221  -0.148
76 C 2.970 2.893 -1.572  -0.037
77 C 3.559 2.974 -2.828  -0.018
78 C 3.466 1.914 -3.722  -0.018
79 C 2.780 0.763 -3.363  -0.079
80 H 5.098 -5.147 -1.868  0.128
81 H 2.729 -5.585 -1.331  0.122
82 H 1.115 -3.705 -1.102  0.092
83 H 4.240 -0.922 -1.996  0.101
84 H 5.848 -2.815 -2.193  0.121
85 H -0.802 -2.708 -1.161  0.092
86 H -2.490 -3.622 -2.701  0.126
87 H -2.666 -2.748 -5.005  0.128
88 H -1.204 -0.899 -5.742  0.125
89 H 0.480 0.036 -4.222  0.097
90 H 1.832 1.731 -0.211  0.031
91 H 3.056 3.723 -0.884  0.127
92 H 4.093 3.871 -3.111  0.130
93 H 3.934 1.983 -4.695  0.130
94 H 2.721 -0.068 -4.056  0.126



Version ii
# C48H41NOsP3

A structure of composition C48H41NOsP3 (the ωB97M-V functional and the def2-TZVPD basis, the Open Molecules 2025 dataset).

Output
Charge: +3
Frontier orbital gap, eV: 5.724

Last column: Löwdin charge in e.
Positions of all 94 atoms, in Å:
1 Os -0.025 0.157 0.067  0.850
2 C 1.654 2.081 -1.784  -0.178
3 P 2.066 0.498 -0.952  1.023
4 C 3.556 0.818 -0.030  -0.338
5 C 4.775 0.418 -0.591  -0.061
6 C 5.956 0.829 0.004  -0.031
7 C 5.923 1.631 1.140  -0.020
8 C 4.712 2.040 1.682  -0.039
9 C 3.521 1.640 1.099  -0.090
10 C 2.202 -0.900 -2.033  -0.371
11 C 2.809 -2.072 -1.553  -0.094
12 C 2.866 -3.189 -2.361  -0.039
13 C 2.307 -3.154 -3.639  -0.016
14 C 1.695 -2.002 -4.112  -0.034
15 C 1.638 -0.871 -3.312  -0.071
16 C 0.990 2.843 -0.681  -0.378
17 C 1.034 4.112 -0.201  0.022
18 C 0.218 4.153 0.993  0.029
19 C -0.296 2.908 1.186  -0.356
20 C -1.106 2.218 2.225  -0.194
21 P -0.361 0.552 2.356  0.999
22 C -1.447 -0.605 3.170  -0.334
23 C -2.641 -1.003 2.566  -0.088
24 C -3.475 -1.906 3.198  -0.041
25 C -3.120 -2.419 4.440  -0.021
26 C -1.932 -2.031 5.047  -0.029
27 C -1.085 -1.135 4.415  -0.049
28 C 1.178 0.595 3.255  -0.399
29 C 1.349 1.510 4.298  -0.060
30 C 2.486 1.438 5.086  -0.031
31 C 3.443 0.459 4.842  -0.027
32 C 3.268 -0.457 3.812  -0.046
33 C 2.137 -0.391 3.017  -0.116
34 N 0.167 2.073 0.162  -0.197
35 H 1.007 1.927 -2.650  0.069
36 H 2.584 2.548 -2.106  0.127
37 H 4.809 -0.198 -1.480  0.113
38 H 6.903 0.528 -0.422  0.126
39 H 6.852 1.947 1.597  0.127
40 H 4.695 2.680 2.554  0.123
41 H 2.578 1.995 1.503  0.092
42 H 3.254 -2.096 -0.565  0.118
43 H 3.356 -4.088 -2.010  0.127
44 H 2.366 -4.030 -4.272  0.128
45 H 1.283 -1.978 -5.112  0.124
46 H 1.177 0.029 -3.699  0.095
47 H 1.583 4.940 -0.621  0.131
48 H 0.051 5.022 1.611  0.129
49 H -2.151 2.068 1.933  0.097
50 H -1.106 2.733 3.185  0.111
51 H -2.938 -0.582 1.616  0.064
52 H -4.405 -2.206 2.733  0.115
53 H -3.774 -3.121 4.942  0.128
54 H -1.663 -2.430 6.015  0.127
55 H -0.159 -0.851 4.894  0.111
56 H 0.604 2.265 4.514  0.114
57 H 2.620 2.139 5.899  0.126
58 H 4.325 0.405 5.467  0.127
59 H 4.011 -1.223 3.634  0.124
60 H 1.990 -1.122 2.229  0.096
61 C -6.077 0.535 0.165  -0.016
62 C -5.251 1.610 -0.142  -0.030
63 C -3.959 1.386 -0.594  -0.072
64 C -3.490 0.074 -0.741  -0.350
65 C -4.318 -1.005 -0.412  -0.088
66 C -5.613 -0.767 0.028  -0.036
67 P -1.846 -0.231 -1.382  1.015
68 C -1.563 0.738 -2.865  -0.343
69 C -1.485 2.135 -2.800  -0.116
70 C -1.372 2.874 -3.964  -0.034
71 C -1.325 2.229 -5.196  -0.016
72 C -1.377 0.843 -5.264  -0.033
73 C -1.489 0.093 -4.104  -0.080
74 C -1.600 -1.986 -1.626  -0.374
75 C -0.611 -2.525 -0.796  -0.142
76 C -0.322 -3.879 -0.805  -0.042
77 C -1.037 -4.705 -1.664  -0.019
78 C -2.024 -4.184 -2.494  -0.021
79 C -2.314 -2.828 -2.477  -0.069
80 H -7.088 0.714 0.506  0.129
81 H -5.617 2.624 -0.043  0.126
82 H -3.339 2.235 -0.845  0.098
83 H -3.966 -2.025 -0.505  0.111
84 H -6.261 -1.603 0.257  0.126
85 H -1.491 2.651 -1.847  0.094
86 H -1.317 3.953 -3.913  0.128
87 H -1.242 2.810 -6.105  0.129
88 H -1.338 0.345 -6.224  0.127
89 H -1.522 -0.987 -4.168  0.100
90 H 0.012 -1.928 -0.091  0.040
91 H 0.440 -4.284 -0.153  0.126
92 H -0.827 -5.767 -1.681  0.129
93 H -2.579 -4.843 -3.149  0.129
94 H -3.104 -2.437 -3.107  0.129



Which is the most stable structure? version ii is the most stable.



Version i
# C2H8N2O2

A cluster of 2 separate species, C2H8N2O2 in total (the ωB97M-V functional and the def2-TZVPD basis, the Open Molecules 2025 dataset).

Output
2S+1: 2
Charge: +1
Frontier orbital gap (spin up / spin down), eV: 9.235 / 3.177

Last column: Löwdin spin population.
Positions of all 14 atoms, in Å:
1 N -2.633 -0.773 -1.398  0.669
2 C -1.285 -1.110 -1.676  0.013
3 O -0.879 -2.342 -1.039  0.278
4 H -3.388 -1.437 -1.633  0.014
5 H -2.765 -0.545 -0.426  0.016
6 H -1.285 -1.266 -2.822  0.003
7 H -0.540 -0.380 -1.514  0.002
8 H -0.744 -2.379 -0.142  0.005
9 C 1.658 1.435 1.671  0.000
10 N 2.862 2.078 1.851  0.000
11 O 1.590 0.536 0.886  0.001
12 H 0.782 1.816 2.104  0.000
13 H 3.685 1.722 1.403  0.000
14 H 2.941 2.644 2.735  0.000



Version ii
# C2H8N2O2

A cluster of 2 separate species, C2H8N2O2 in total (the ωB97M-V functional and the def2-TZVPD basis, the Open Molecules 2025 dataset).

Output
2S+1: 2
Charge: +1
Frontier orbital gap (spin up / spin down), eV: 10.691 / 5.551

Last column: Löwdin spin population.
Positions of all 14 atoms, in Å:
1 O -2.244 -0.345 0.827  0.742
2 C -1.308 -0.967 0.327  0.099
3 N -0.050 -0.554 0.472  0.029
4 C 0.168 0.879 0.676  0.019
5 N 0.567 1.497 -0.545  0.048
6 H -1.490 -1.869 -0.276  0.046
7 H 0.677 -1.012 -0.093  0.001
8 H -0.728 1.387 1.077  0.010
9 H 0.940 0.953 1.443  0.000
10 H 1.032 2.389 -0.414  0.001
11 H -0.183 1.581 -1.221  0.001
12 H 2.823 -0.754 -1.836  0.000
13 H 1.729 0.140 -1.159  0.000
14 O 2.090 -0.760 -1.219  0.004



Which is the most stable structure? version ii is the most stable.



Version i
# CH3NOS2

An isolated molecule of CH3NOS2 (the ωB97M-V functional and the def2-TZVPD basis, the Open Molecules 2025 dataset).

Output
Charge: 0
Frontier orbital gap, eV: 9.204

Last column: Löwdin charge in e.
Positions of all 8 atoms, in Å:
1 C -0.078 -0.494 -0.861  -0.643
2 N -0.531 0.611 -0.012  -0.403
3 O 0.482 0.518 2.492  -0.548
4 S 1.625 -0.678 -0.175  0.564
5 S 0.791 0.902 1.072  0.671
6 H -0.728 -1.452 -0.735  0.092
7 H 0.020 -0.153 -2.047  0.118
8 H -1.582 0.747 0.266  0.148



Version ii
# CH3NOS2

An isolated molecule of CH3NOS2 (the ωB97M-V functional and the def2-TZVPD basis, the Open Molecules 2025 dataset).

Output
Charge: 0
Frontier orbital gap, eV: 9.238

Last column: Löwdin charge in e.
Positions of all 8 atoms, in Å:
1 C 0.828 -0.238 -0.461  -0.628
2 N -0.024 -0.339 0.693  -0.335
3 O -1.890 1.383 1.090  -0.507
4 S -0.075 1.087 -1.341  0.601
5 S -1.486 0.387 0.141  0.648
6 H 1.839 0.087 -0.203  0.068
7 H 0.876 -1.136 -1.086  0.068
8 H -0.068 -1.231 1.167  0.084



Which is the most stable structure? version ii is the most stable.



Version i
# C5H11NOS

A structure of composition C5H11NOS (the ωB97M-V functional and the def2-TZVPD basis, the Open Molecules 2025 dataset).

Output
Charge: 0
Frontier orbital gap, eV: 9.325

Last column: Löwdin charge in e.
Positions of all 19 atoms, in Å:
1 C 2.169 -1.026 -0.424  -0.144
2 C 2.122 0.211 0.578  -0.117
3 C 0.708 -1.158 -0.857  -0.241
4 C 0.856 0.836 0.123  -0.191
5 C -2.698 1.140 -0.174  -0.305
6 N 0.087 0.116 -0.585  -0.136
7 O -1.187 -0.012 1.754  -0.568
8 S -1.891 -0.271 0.486  0.794
9 H 2.731 -0.721 -1.214  0.050
10 H 2.582 -2.151 -0.166  0.163
11 H 1.825 -0.214 1.596  0.142
12 H 2.898 0.896 0.675  0.078
13 H 0.594 -1.385 -1.888  0.101
14 H 0.145 -1.874 -0.200  0.111
15 H -3.152 -0.604 1.012  -0.004
16 H 0.557 1.892 0.400  0.142
17 H -3.104 0.812 -1.116  0.054
18 H -1.901 1.879 -0.437  0.059
19 H -3.342 1.635 0.436  0.011



Version ii
# C5H11NOS

An isolated molecule of C5H11NOS (the ωB97M-V functional and the def2-TZVPD basis, the Open Molecules 2025 dataset).

Output
Charge: 0
Frontier orbital gap (spin up / spin down), eV: 6.944 / 8.809

Last column: Löwdin charge in e.
Positions of all 19 atoms, in Å:
1 C 0.791 0.331 1.619  0.075
2 C -0.398 -0.899 -0.229  -0.276
3 C 0.532 0.199 0.138  -0.677
4 C 0.157 1.486 -0.665  -0.027
5 C 1.951 -0.211 -0.436  -0.048
6 N -2.942 -0.169 -0.652  -0.183
7 O -2.500 -1.618 1.338  -0.454
8 S -2.025 -0.496 0.567  0.809
9 H 1.362 1.220 2.011  0.087
10 H 0.572 -0.556 2.242  0.073
11 H -0.582 -0.967 -1.343  0.123
12 H -0.093 -1.971 0.043  0.132
13 H 0.151 2.354 -0.033  0.085
14 H -0.833 1.458 -0.924  0.019
15 H 0.801 1.427 -1.523  0.073
16 H 2.123 0.071 -1.427  0.054
17 H 1.965 -1.280 -0.196  0.082
18 H 2.785 0.167 0.160  0.083
19 H -3.816 -0.544 -0.688  -0.031



Which is the most stable structure? version i is the most stable.